Entry 1:
ORCA calculation (the ωB97M-V functional and the def2-TZVPD basis) on C36H31Ge2N10O5V as an isolated structure.

Cartesian coordinates (Å):
V 1.626 1.187 -0.042
O 4.288 1.093 2.931
C 3.482 1.453 2.087
O 3.580 1.501 0.812
C 2.177 2.124 2.571
C 1.984 2.714 3.808
C 1.032 3.730 3.906
C 0.393 4.207 2.770
C 0.601 3.521 1.581
N 1.370 2.449 1.565
C 0.189 3.959 0.175
O -0.412 5.021 0.044
O 0.603 3.158 -0.729
H 2.619 2.421 4.632
H 0.851 4.204 4.863
H -0.238 5.083 2.763
N -2.778 -2.765 -2.666
N -1.452 -2.872 -2.260
N -0.960 -3.970 -1.750
C 0.308 -3.600 -1.562
N 0.545 -2.351 -1.962
N -0.603 -1.891 -2.397
H -3.327 -2.958 -1.830
H -2.892 -1.781 -2.895
H 1.053 -4.242 -1.129
C -2.166 3.431 -2.435
Ge -2.476 1.542 -1.951
C -2.417 0.645 -3.722
C -4.424 1.501 -1.517
Ge -0.992 0.696 -0.167
C -1.847 -1.035 0.428
C -1.086 -1.985 1.111
C -1.653 -3.144 1.628
C -3.007 -3.392 1.473
C -3.789 -2.461 0.802
C -3.212 -1.304 0.293
C -1.845 1.704 1.390
C -2.631 2.850 1.307
C -3.098 3.508 2.441
C -2.801 3.020 3.702
C -2.027 1.870 3.815
C -1.554 1.238 2.678
H -1.359 3.496 -3.164
H -1.898 4.071 -1.596
H -3.081 3.806 -2.902
H -2.513 1.414 -4.491
H -3.248 -0.052 -3.863
H -1.480 0.116 -3.883
H -4.869 0.544 -1.799
H -4.919 2.286 -2.093
H -4.626 1.669 -0.459
H -0.021 -1.823 1.231
H -1.025 -3.861 2.144
H -3.450 -4.299 1.868
H -4.855 -2.630 0.683
H -3.852 -0.584 -0.202
H -2.869 3.277 0.339
H -3.682 4.415 2.331
H -3.154 3.535 4.589
H -1.782 1.471 4.794
H -0.928 0.356 2.795
N 6.534 -7.273 1.564
C 5.889 -6.326 1.445
C 5.083 -5.150 1.296
C 4.712 -4.711 0.024
C 3.920 -3.589 -0.115
C 3.477 -2.889 1.018
C 3.885 -3.321 2.289
C 4.674 -4.443 2.429
C 2.663 -1.738 0.867
C 2.043 -0.706 0.685
H 5.051 -5.248 -0.853
H 3.666 -3.214 -1.100
H 3.579 -2.748 3.154
H 4.982 -4.778 3.411
N 0.960 2.128 -3.461
C 1.741 1.064 -3.129
O 1.781 0.740 -1.908
C 2.436 0.329 -4.111
C 2.434 0.793 -5.442
N 2.443 1.183 -6.532
C 3.154 -0.844 -3.790
N 3.742 -1.813 -3.571
H 0.683 2.723 -2.684
H 1.069 2.544 -4.370

Values from the calculation:
- total energy (eV) = -201695.124
- HOMO energy (spin up / spin down) (eV) = -2.9808 / -2.8476
- spin multiplicity = 3
- total charge = -2
- molecular weight (g/mol) = 879.873
- orbital gap (spin up / spin down) (Ha) = 0.2644 / 0.2595

Entry 2:
ORCA calculation (the ωB97M-V functional and the def2-TZVPD basis) on a 2-piece molecular cluster, C5H12NO2 overall in a non-equilibrium geometry.

Cartesian coordinates (Å):
C -2.219 -0.334 0.708
O -3.364 -0.523 0.057
C -1.027 -0.219 -0.259
C 0.234 0.210 0.440
C 1.499 0.095 -0.424
C 2.808 0.257 0.386
O 3.918 0.114 -0.369
N -1.395 0.674 -1.327
H -2.041 -0.988 1.574
H -2.224 0.697 1.155
H -2.385 0.875 -1.224
H -0.979 -1.354 -0.759
H 0.108 1.244 0.778
H 0.466 -0.408 1.313
H 1.558 0.777 -1.278
H 1.499 -0.905 -0.868
H 2.848 1.181 0.981
H 2.705 -0.537 1.152
H -1.282 -2.279 -0.706
H -0.728 1.425 -1.330

Values from the calculation:
- total energy (eV) = -10957.029
- HOMO energy (spin up / spin down) (eV) = -9.9789 / -7.9550
- spin multiplicity = 2
- molecular weight (g/mol) = 118.156
- orbital gap (spin up / spin down) (Ha) = 0.3424 / 0.2244
- relative energy (zero: lowest compared OMol25 entry of this formula, charge and spin) (eV) = 6.342

Entry 3:
ORCA calculation (the ωB97M-V functional and the def2-TZVPD basis) on C10H14B2CrF4N6 as an isolated structure in a non-equilibrium geometry.

Cartesian coordinates (Å):
H 1.038 3.438 0.235
N 0.656 1.888 -1.183
B 0.267 0.612 -3.413
N 0.590 1.879 -2.565
C 0.923 3.094 -3.030
Cr 1.377 0.502 0.081
H 0.977 3.313 -4.083
C 1.118 3.941 -1.951
H 1.366 4.980 -1.980
C 0.928 3.169 -0.806
H 0.512 0.864 -4.552
C -1.978 -3.012 2.862
H -1.373 -3.772 3.325
H -1.365 -2.161 2.673
H -2.359 -3.391 1.937
N -1.219 0.166 -3.190
N 1.228 -0.462 -2.879
N -1.610 -0.035 -1.935
N 1.344 -0.719 -1.528
C -2.237 -0.074 -4.052
C 2.048 -1.271 -3.560
H -2.080 0.097 -5.090
H 2.134 -1.199 -4.627
C -3.373 -0.494 -3.256
C 2.647 -2.145 -2.672
C -2.900 -0.443 -1.941
C 2.163 -1.795 -1.412
H -4.348 -0.760 -3.545
H 3.338 -2.923 -2.916
H -3.284 -0.631 -0.929
H 2.430 -2.204 -0.455
H -2.753 -2.750 3.480
F 2.009 -0.086 2.038
B 0.658 0.519 2.793
F 0.350 -0.492 3.662
F 1.099 1.725 3.288
F -0.301 0.696 1.737

Values from the calculation:
- total energy (eV) = -60189.385
- HOMO energy (spin up / spin down) (eV) = -8.6410 / -8.6419
- spin multiplicity = 5
- molecular weight (g/mol) = 367.876
- orbital gap (spin up / spin down) (Ha) = 0.2949 / 0.2995

Entry 4:
ORCA calculation (the ωB97M-V functional and the def2-TZVPD basis) on a 7-piece molecular cluster, C24H72BF4N6O6 overall in a non-equilibrium geometry.

Cartesian coordinates (Å):
B 2.083 1.510 -0.677
F 3.200 0.862 -1.231
F 1.632 0.834 0.337
F 2.533 2.760 -0.348
F 1.031 1.761 -1.628
C -1.260 7.071 -4.543
C -2.775 7.542 -4.637
C -3.085 9.035 -4.683
O -4.451 9.328 -4.957
C -5.318 9.428 -3.811
N -3.184 6.988 -5.987
H -4.179 7.082 -6.131
H -2.680 7.711 -6.480
H -2.917 6.045 -6.228
H -0.896 7.003 -3.518
H -0.481 7.601 -5.091
H -1.116 6.062 -4.930
H -3.294 6.902 -3.924
H -2.542 9.495 -5.509
H -2.677 9.555 -3.816
H -6.197 10.017 -4.071
H -4.884 10.000 -2.990
H -5.701 8.456 -3.501
C 7.633 4.032 2.186
C 8.390 4.471 0.851
C 9.651 3.660 0.597
O 9.394 2.256 0.430
C 10.645 1.543 0.376
N 7.520 4.089 -0.339
H 6.786 4.781 -0.288
H 7.969 4.277 -1.225
H 7.119 3.170 -0.223
H 6.795 4.681 2.439
H 8.293 3.954 3.050
H 7.209 3.032 2.089
H 8.613 5.534 0.760
H 10.315 3.838 1.443
H 10.283 4.077 -0.187
H 10.946 1.350 1.406
H 11.438 1.981 -0.230
H 10.682 0.566 -0.105
C 1.931 -9.666 5.976
C 1.602 -8.470 5.109
C 2.768 -8.241 4.103
O 2.303 -7.092 3.348
C 2.922 -5.773 3.712
N 0.280 -8.757 4.310
H 0.053 -8.042 3.634
H 0.388 -9.633 3.820
H -0.572 -8.893 4.834
H 2.125 -10.643 5.534
H 1.227 -9.937 6.763
H 2.817 -9.487 6.585
H 1.413 -7.489 5.543
H 2.713 -9.092 3.425
H 3.777 -8.253 4.515
H 2.443 -5.409 4.620
H 2.648 -5.074 2.921
H 4.002 -5.917 3.746
C 1.634 -4.313 -2.798
C 0.961 -4.023 -4.200
C -0.544 -4.441 -4.225
O -0.914 -4.292 -5.597
C -2.033 -5.170 -5.777
N 0.957 -2.488 -4.515
H 0.773 -1.918 -3.702
H 1.890 -2.167 -4.729
H 0.292 -2.183 -5.211
H 1.658 -5.373 -2.546
H 1.009 -3.862 -2.028
H 2.655 -3.935 -2.746
H 1.529 -4.495 -5.002
H -1.134 -3.874 -3.505
H -0.531 -5.492 -3.936
H -2.814 -4.842 -5.091
H -1.883 -6.210 -5.486
H -2.502 -5.148 -6.761
C -0.237 2.304 5.777
C -0.456 0.803 6.120
C -1.051 0.567 7.481
O -0.604 -0.819 7.734
C -1.103 -1.474 8.845
N -1.359 0.190 5.032
H -2.237 0.650 4.840
H -0.971 0.248 4.101
H -1.565 -0.797 4.980
H 0.182 2.599 4.815
H 0.368 2.839 6.508
H -1.215 2.772 5.886
H 0.496 0.358 5.830
H -2.125 0.742 7.415
H -0.500 1.214 8.164
H -2.114 -1.801 8.600
H -1.076 -0.976 9.814
H -0.516 -2.372 9.031
C -5.406 0.920 -2.265
C -6.354 -0.237 -2.625
C -7.726 -0.285 -1.985
O -8.564 -1.059 -2.800
C -9.905 -0.767 -2.667
N -6.515 -0.051 -4.174
H -7.295 0.569 -4.337
H -5.740 0.246 -4.749
H -6.868 -0.884 -4.624
H -5.911 1.877 -2.391
H -4.574 1.026 -2.961
H -5.081 0.870 -1.226
H -5.857 -1.195 -2.474
H -8.127 0.722 -1.865
H -7.462 -0.866 -1.102
H -10.237 -0.451 -1.679
H -10.414 -1.685 -2.963
H -10.246 -0.040 -3.403

Values from the calculation:
- total energy (eV) = -58783.050
- HOMO energy (eV) = -17.5788
- spin multiplicity = 1
- total charge = +5
- molecular weight (g/mol) = 627.680
- orbital gap (Ha) = 0.3201
- relative energy (zero: lowest compared OMol25 entry of this formula, charge and spin) (eV) = 2.573